(1)
Below is the molecule C4H6NOP, with properties calculated with the ωB97M-V functional and the def2-TZVPD basis.

HOMO level in eV: -8.65
Total charge: 0
Energy above the lowest of the compared OMol25 structures with the same formula, charge and spin in eV: 1.6415

Geometry (Å):
H: -4.038772 1.067172 0.514961
C: 2.703786 1.002605 0.051242
H: 2.654731 2.091616 0.047144
H: 3.598988 0.369761 0.121750
O: -3.419980 0.333270 0.113207
H: -1.972668 -1.840882 0.086091
H: 0.261335 -2.450592 -0.255187
C: -1.354037 -0.992459 -0.088510
N: 1.252371 -0.782309 -0.151972
C: 1.430482 0.638990 -0.131550
H: 0.580707 1.279641 -0.096317
P: -1.816468 0.602355 -0.127926
C: 0.119519 -1.319164 -0.082937

Atomic forces in eV per Å
H 2.3 -1.9 -1.4
C -1.5 1.8 -0.5
H 1.5 0.1 0.3
H -0.8 0.4 -0.1
O -2.3 2.2 1.1
H -0.6 -0.3 0.0
H -0.6 1.3 0.7
C 2.7 1.8 0.4
N 0.2 2.0 0.1
C 1.7 -3.4 0.9
H -0.3 0.7 -0.3
P -1.1 -0.8 0.4
C -1.3 -3.9 -1.7

These are the Löwdin partial charges, in e, on atoms 1 to 6: 0.109, 0.025, 0.049, 0.073, -0.439, 0.042



(2)
Below is C5H8FLaO4 as an isolated structure, with properties calculated with the ωB97M-V functional and the def2-TZVPD basis.

HOMO level (spin up / spin down) in eV: -10.53 / -12.57
Total charge: +1
Energy above the lowest of the compared OMol25 structures with the same formula, charge and spin in eV: 1.3891
2S+1: 2

Geometry (Å):
H: -1.451901 2.175477 -0.645797
C: 0.119577 -0.602109 1.886389
H: -1.323464 0.320823 -2.854814
O: 0.552871 1.843906 -0.815781
H: -0.591754 0.232462 1.716757
O: 1.185424 -0.474273 0.997861
H: 0.045333 -2.766576 1.998885
C: -0.885993 0.387867 -1.854724
C: 1.217150 0.698399 -1.118054
La: 3.775149 -0.332722 0.884077
H: -1.004625 -2.065820 0.737515
C: -0.621540 -1.924988 1.758946
O: 2.449017 0.709202 -1.235408
O: 0.459339 -0.085206 -1.888661
C: -0.722957 1.827853 -1.384697
H: 0.450608 -0.479015 2.936104
H: -1.477480 -1.957274 2.449515
F: -0.729858 2.701103 -2.444696
H: -1.444888 -0.209114 -1.123417

Atomic forces in eV per Å
H 0.1 0.0 -0.2
C -0.5 0.4 0.6
H 0.2 0.0 0.3
O 0.7 -0.8 1.0
H 0.2 -0.2 0.0
O 3.2 0.2 -0.5
H -0.2 0.2 -0.1
C -0.4 0.0 0.3
C 0.0 1.7 -3.2
La -3.8 0.4 -1.0
H 0.1 0.0 0.2
C 0.0 -0.2 -0.1
O 0.2 -1.2 2.3
O 0.6 -0.3 1.0
C -0.7 0.2 -0.2
H -0.1 -0.1 -0.2
H 0.3 0.0 -0.2
F 0.1 -0.3 0.4
H 0.0 0.1 -0.3

These are the Löwdin partial charges, in e, on atoms 1 to 6: 0.176, -0.428, 0.156, 0.137, 0.108, -0.491



(3)
Below is a 2-piece molecular cluster, C8H15F3OS overall, with properties calculated with the ωB97M-V functional and the def2-TZVPD basis.

HOMO level in eV: -9.26
Total charge: 0
Energy above the lowest of the compared OMol25 structures with the same formula, charge and spin in eV: 2.6102

Geometry (Å):
H: -2.693665 -0.604900 -3.066957
C: -2.690096 0.789249 0.014427
C: 1.802572 -0.873506 1.835936
H: 1.641141 2.135894 0.691710
H: -4.467079 1.735202 0.791749
H: -1.484423 -1.612098 -2.284133
H: 2.861485 -2.514503 0.612244
H: 1.145504 -2.415073 0.606769
F: 0.960968 -0.967068 2.903094
F: 2.914654 -0.368882 2.372914
C: 1.148836 0.037293 0.559118
O: -2.172573 1.950384 -2.127445
C: -3.658352 1.690624 0.110929
H: -0.976297 -0.539108 -3.511579
S: -1.523060 0.881567 -1.330856
C: 2.165897 -0.051645 -0.545295
H: 0.157124 -0.307382 0.321148
H: 1.947331 -3.162114 1.887539
H: 3.097882 0.352577 -0.248338
H: 2.271101 -1.054175 -0.922796
H: -3.694011 2.316044 -0.784678
H: 0.896588 1.845830 2.196540
F: -2.471838 -0.277990 0.781486
H: 1.839414 0.579106 -1.346839
C: 0.876142 1.471618 1.055668
C: 1.977025 -2.315438 1.218947
H: -0.177962 1.900148 0.876993
C: -1.694308 -0.621653 -2.668294

Atomic forces in eV per Å
H -0.5 0.3 0.1
C -1.2 -0.7 -0.2
C -1.6 -1.4 -2.6
H 0.0 0.5 -0.7
H -0.3 -0.2 0.9
H -0.1 -0.1 0.7
H 0.1 0.7 0.1
H -1.6 -0.4 -1.3
F -0.7 0.1 -0.3
F 0.9 0.6 -0.5
C 1.2 0.2 4.3
O 0.6 0.7 -0.4
C 0.8 -0.5 -1.5
H -0.2 1.0 0.8
S 0.2 -0.5 -2.7
C -1.2 0.3 -0.4
H 0.0 -1.1 -0.1
H -0.1 0.2 0.9
H 1.1 0.2 0.5
H 0.1 -0.3 -0.1
H 0.0 0.2 0.5
H 0.3 -2.1 -1.9
F 0.1 -0.1 0.7
H -0.3 0.3 -0.7
C -1.1 2.3 2.4
C 1.3 0.6 1.2
H 1.7 -0.8 -0.6
C 0.3 0.0 1.0

These are the Löwdin partial charges, in e, on atoms 1 to 6: 0.030, -0.533, -0.500, 0.057, 0.070, 0.024



Q: Which of these has the highest total charge?
A: C5H8FLaO4